(1)
DFT (ωB97M-V/def2-TZVPD) results for 5 unconnected molecules or ions with the total composition C9H29O4P in a non-equilibrium geometry.

Structure (XYZ):
```
43
Properties=species:S:1:pos:R:3:forces:R:3:mulliken_charge:R:1
C -1.93269 2.89128 2.20438 -0.128 -0.384 0.137 -0.86
C -0.61882 2.42431 1.28347 -0.007 0.370 0.265 0.17
C 0.48245 3.66713 1.10134 -1.643 -0.013 -0.788 -0.70
C 1.40777 3.42421 -0.22926 -1.079 0.425 -0.381 -0.58
P 3.11248 2.62974 0.09729 0.675 0.800 0.034 -0.01
C 3.26411 1.87729 1.84629 0.504 -1.415 0.813 -0.70
H -1.91456 4.06548 2.41286 -0.106 -2.616 -0.505 0.27
H -1.92554 2.31782 3.24745 0.124 1.384 -2.177 0.23
H -2.95673 2.56940 1.69010 2.353 0.869 0.950 0.21
H -0.95287 2.09976 0.18429 0.604 0.688 2.620 -0.06
H -0.13863 1.50556 1.84494 -0.754 1.766 -1.350 0.17
H -0.18393 4.63055 0.87071 1.471 -2.022 0.552 0.39
H 1.07090 3.90344 2.08455 -0.956 -0.573 -1.954 0.22
H 0.85934 2.76095 -1.05550 0.858 1.553 1.973 0.28
H 1.59549 4.49549 -0.72131 -0.154 -2.463 1.052 0.32
H 3.18269 1.50396 -0.81638 -0.578 0.328 0.844 -0.03
H 4.39335 2.04343 2.19645 -2.600 -0.139 -0.748 0.31
H 3.14064 0.69088 1.80635 -0.053 2.589 0.326 0.14
H 2.52999 2.36942 2.62644 1.518 -1.135 -1.640 0.23
C -3.04268 -0.00122 -1.03366 -0.118 -0.056 -0.101 -0.56
O -3.18998 1.32906 -0.57226 -0.380 0.678 -0.135 -0.49
H -2.29768 -0.51041 -0.41790 -0.147 0.164 -0.113 0.21
H -3.99873 -0.52419 -0.95191 0.174 -0.247 -0.099 0.31
H -2.70797 0.00790 -2.07382 0.022 -0.298 0.021 0.26
H -3.85669 1.75547 -1.13720 0.404 -0.171 0.399 0.26
C -1.51152 -2.95150 -2.99215 0.064 -0.234 0.131 -0.49
O -2.40358 -2.70843 -1.92007 -0.215 -0.305 0.399 -0.44
H -1.45832 -2.05870 -3.61947 -0.084 -0.080 0.137 0.24
H -0.51780 -3.17603 -2.59676 0.124 0.001 -0.230 0.15
H -1.87670 -3.79162 -3.58786 0.181 0.036 -0.205 0.29
H -2.43021 -3.51740 -1.38123 0.003 0.475 -0.170 0.28
C 2.33818 -1.40565 -0.29974 0.012 0.185 -0.098 -0.58
O 1.92897 -2.14401 -1.43622 -0.086 0.062 -0.595 -0.53
H 2.33561 -2.06441 0.57175 -0.018 0.010 -0.189 0.30
H 3.34810 -1.01977 -0.45904 0.017 0.101 0.260 0.34
H 1.64325 -0.57937 -0.13134 0.122 0.111 0.238 0.18
H 1.94102 -1.53380 -2.19319 -0.035 -0.418 0.384 0.28
C 0.48051 -4.59132 0.34251 0.085 0.311 0.035 -0.24
O -0.75415 -4.69166 1.02791 -0.448 0.219 0.451 -0.53
H 0.53026 -5.37547 -0.41650 -0.080 0.090 0.155 0.26
H 0.55137 -3.61400 -0.14128 0.236 -0.160 -0.134 -0.10
H 1.30282 -4.71977 1.05055 0.209 -0.035 -0.177 0.30
H -0.76952 -3.98383 1.69443 -0.092 -0.451 -0.385 0.29
```
Forces are in eV/Å.

Computed properties:
**Structure (SMILES)**: CCCCPC.CO.CO.CO.CO
**E_LUMO**: 0.510 eV
**Spin multiplicity**: 1
**HOMO-LUMO gap**: 8.565 eV
**Strongest force on any atom**: 0.0540 Eh/bohr

(2)
DFT (ωB97M-V/def2-TZVPD) results for 11 unconnected molecules or ions with the total composition H22O11 in a non-equilibrium geometry.

Structure (XYZ):
```
33
Properties=species:S:1:pos:R:3:forces:R:3:mulliken_charge:R:1
O -0.34227 -0.66833 0.85840 -1.781 3.286 0.016 -0.54
H -0.42961 0.29133 0.83797 -0.460 0.328 -0.172 0.27
H -0.33076 -0.92260 -0.07123 0.053 0.191 0.260 0.29
O -3.67007 0.38401 2.88675 0.048 -0.174 0.098 -0.62
H -4.09764 -0.47673 2.95952 0.007 0.119 -0.008 0.30
H -2.76553 0.22186 3.17745 -0.040 0.036 -0.066 0.31
O 1.20125 3.59085 -2.28881 0.107 0.228 0.171 -0.63
H 0.61024 3.49900 -1.53299 -0.142 -0.042 -0.138 0.30
H 1.44987 4.52204 -2.28030 -0.101 -0.032 -0.128 0.32
O 2.10551 0.40858 2.89119 -0.017 -0.064 0.046 -0.62
H 2.37934 -0.40139 3.33609 -0.034 0.110 -0.055 0.30
H 1.39323 0.12577 2.30667 -0.009 -0.227 -0.124 0.30
O 2.95509 2.58899 0.07541 -0.065 0.161 0.194 -0.57
H 2.10732 2.55489 0.53270 0.188 -0.076 0.048 0.28
H 2.89880 3.38589 -0.46382 -0.012 -0.221 -0.145 0.30
O -3.77225 0.56795 -0.72365 0.074 -0.192 -0.110 -0.59
H -2.84114 0.58039 -0.97239 -0.089 0.137 0.044 0.31
H -3.92308 -0.33588 -0.42476 -0.015 0.147 0.040 0.28
O 3.93248 -1.76332 -0.13148 2.177 -1.537 2.723 -0.56
H 4.16578 -2.44353 0.51030 0.365 0.048 0.314 0.28
H 3.65056 -1.01719 0.40963 -0.077 0.105 -0.183 0.31
O 2.63770 -1.16148 -1.60577 -2.823 0.978 -2.920 -0.61
H 3.24085 -1.41967 -2.31185 -0.067 0.104 0.152 0.29
H 2.28177 -1.99741 -1.28402 0.519 0.352 -0.167 0.30
O -2.48751 3.72706 -0.85701 0.000 0.152 0.025 -0.62
H -3.20730 3.78906 -1.49502 0.083 -0.103 0.023 0.31
H -2.86883 4.06668 -0.03955 0.030 -0.123 -0.034 0.32
O 0.79037 -2.33801 0.86086 1.799 -3.241 0.014 -0.53
H 0.64931 -3.18161 1.30518 0.135 -0.199 -0.057 0.24
H 0.92547 -2.57901 -0.06253 0.138 -0.252 0.115 0.28
O -2.68256 -4.31146 -2.39586 -0.058 -0.094 0.177 -0.63
H -3.03984 -5.19808 -2.51931 0.045 0.077 -0.059 0.32
H -2.91653 -4.08867 -1.48778 0.021 0.017 -0.097 0.31
```
Forces are in eV/Å.

Computed properties:
**Structure (SMILES)**: O.O.O.O.O.O.O.O.O.O.O
**E_LUMO**: -0.081 eV
**Spin multiplicity**: 1
**HOMO-LUMO gap**: 9.377 eV
**Strongest force on any atom**: 0.0812 Eh/bohr

(3)
DFT (ωB97M-V/def2-TZVPD) results for a molecular structure, C42H68GaN4Si in a non-equilibrium geometry.

Structure (XYZ):
```
116
Properties=species:S:1:pos:R:3:forces:R:3:mulliken_charge:R:1
Ga -0.31517 0.87864 0.25031 -0.946 -0.547 0.206 0.12
C -2.56198 -5.22195 0.43909 0.239 0.198 0.133 -2.12
C -1.35828 -4.26764 0.35269 0.125 -0.012 0.059 3.47
C -0.31502 -4.74514 1.38796 -0.973 -0.134 0.612 -1.35
C -0.77613 -4.09491 -1.05639 0.162 0.048 -0.216 -0.39
C -1.09056 -5.00005 -2.08194 0.075 0.178 0.849 -0.78
C -0.57002 -4.86168 -3.34913 -0.219 -0.294 -0.469 -1.56
C 0.29236 -3.83179 -3.63108 0.306 0.542 -0.097 -0.52
C 0.63343 -2.86967 -2.67416 -0.407 -0.470 0.206 0.51
C 1.59166 -1.75638 -3.04283 0.567 -0.146 0.092 2.82
C 1.17982 -1.02953 -4.30392 -0.560 0.030 -0.784 -1.51
C 3.01822 -2.36975 -3.22593 -0.731 0.472 0.426 -1.81
C 0.08431 -3.01345 -1.38830 -0.121 0.266 0.209 0.12
N 0.40145 -1.96635 -0.41467 0.239 -0.155 0.194 1.45
C 1.51266 -2.16900 0.19017 -0.562 0.036 -0.701 -1.10
C 2.27637 -1.35914 1.13868 0.340 0.221 0.401 0.33
C 3.17163 -2.16846 1.88253 -0.339 0.834 -0.523 -1.09
C 4.13615 -1.60859 2.68644 0.272 -1.277 0.456 -1.02
C 4.28203 -0.25222 2.77716 -1.186 0.794 -1.153 -1.15
C 3.41356 0.58033 2.05532 0.004 -0.593 0.213 -0.56
C 2.36069 0.06685 1.25703 -0.128 -0.357 0.080 1.18
N 1.49510 0.97523 0.55756 1.104 -0.468 1.024 1.77
C 2.02505 2.31183 0.52469 -0.247 1.149 -0.451 -0.87
C 1.86947 3.21870 1.61218 -0.238 -0.317 0.549 0.99
C 2.38840 4.49409 1.45383 0.409 0.116 -0.437 -0.51
C 3.06124 4.89125 0.29157 -0.289 0.400 1.104 -1.68
C 3.20670 4.02745 -0.75217 -0.400 -0.632 -0.714 -0.62
C 2.65258 2.74136 -0.67535 0.218 -0.072 0.572 0.32
C 2.82899 1.77808 -1.83237 -0.340 -0.025 0.664 2.63
C 2.83478 2.47838 -3.16719 0.256 0.653 -0.138 -2.00
C 4.08454 0.94306 -1.59400 0.339 0.101 0.372 -1.12
C 1.22493 2.89402 3.02726 0.357 1.061 -1.569 1.12
C 2.17197 3.23477 4.15605 0.548 0.391 0.887 -1.49
C -0.01077 3.74089 3.26964 -0.885 1.073 0.199 -1.19
H -3.09904 -5.06699 1.38856 0.214 -0.061 -0.301 0.39
H -2.20068 -6.24443 0.42520 -0.077 -0.297 -0.005 0.55
H -3.26368 -5.10456 -0.38029 -0.135 0.141 -0.084 0.35
H -1.74313 -3.28749 0.67020 0.462 -0.204 -0.114 -2.00
H 0.04860 -5.74887 1.18155 -0.009 -0.102 -0.309 0.46
H -0.82981 -4.81757 2.37469 0.443 0.175 -0.519 0.39
H 0.54205 -4.10015 1.49008 0.213 0.315 0.051 0.04
H -1.73396 -5.84615 -1.88058 -0.061 0.083 0.093 0.47
H -0.86943 -5.55456 -4.13716 0.200 0.112 0.252 0.37
H 0.71485 -3.75801 -4.62540 -0.018 0.053 -0.032 0.39
H 1.58633 -1.00375 -2.24664 0.213 -0.283 0.038 -1.56
H 1.29543 -1.63620 -5.19228 0.230 -0.422 -0.222 0.46
H 1.79190 -0.15213 -4.49533 0.009 0.220 0.205 0.22
H 0.11424 -0.76512 -4.34223 0.197 0.209 0.387 0.29
H 2.94780 -3.17180 -3.94611 0.051 -0.278 -0.227 0.46
H 3.38793 -2.78840 -2.28980 0.046 0.010 0.025 0.27
H 3.73779 -1.64595 -3.60060 0.005 0.147 0.011 0.53
H 2.03279 -3.09504 -0.05778 0.096 -0.152 0.124 0.40
H 3.12952 -3.24938 1.76514 -0.047 0.204 0.015 0.49
H 4.79334 -2.28167 3.22012 0.107 0.099 0.093 0.40
H 5.06427 0.18403 3.35045 0.459 0.275 0.407 0.52
H 3.57958 1.64497 2.12834 -0.086 -0.091 -0.077 0.74
H 2.32260 5.18593 2.27964 -0.063 0.156 -0.022 0.34
H 3.48019 5.88428 0.23170 0.009 0.125 0.031 0.43
H 3.69842 4.35928 -1.66904 -0.099 -0.153 0.390 0.28
H 1.98254 1.08592 -1.75605 0.024 -0.008 -0.357 -1.51
H 3.68502 3.16273 -3.26455 -0.068 -0.159 0.047 0.48
H 1.94233 3.07955 -3.36916 -0.054 -0.128 0.131 0.34
H 2.94912 1.76641 -3.95594 -0.023 -0.522 -0.603 0.46
H 4.97662 1.58767 -1.57333 -0.215 -0.129 -0.060 0.41
H 4.22800 0.18719 -2.36609 -0.050 -0.017 0.019 0.32
H 4.01651 0.45913 -0.60725 0.135 0.008 -0.446 0.07
H 0.96679 1.86058 3.02826 -0.196 -0.979 0.129 -0.06
H 2.42242 4.31427 4.10640 -0.264 -0.568 0.340 0.29
H 3.11508 2.71881 4.12512 0.490 -0.368 -0.319 0.37
H 1.77510 2.98712 5.16813 -0.106 0.355 -0.807 0.43
H 0.20705 4.84633 3.19454 -0.069 -1.112 0.099 0.29
H -0.38908 3.55733 4.27992 0.230 0.085 0.083 0.48
H -0.88304 3.57233 2.63594 0.323 -0.195 -0.423 0.01
N -0.55434 2.43159 -1.10500 0.223 0.601 -0.453 -0.27
C -1.85180 3.18141 -1.30287 -0.183 -0.702 0.216 0.61
C -1.82924 4.61871 -0.82620 -0.239 0.322 -0.492 -1.57
N -1.84595 4.81845 0.62027 0.103 -0.521 -0.559 -0.35
H 0.21835 3.09362 -1.00692 -0.042 0.131 0.265 -0.01
H -0.33654 1.98392 -1.98970 0.029 -0.172 -0.196 0.33
H -2.66392 2.62030 -0.82213 0.380 0.176 0.104 -0.47
H -2.10834 3.15294 -2.36321 0.228 0.172 -0.055 0.44
H -2.70028 5.08071 -1.31633 0.167 0.054 0.037 0.45
H -0.94797 5.11915 -1.25006 -0.098 -0.089 0.102 0.53
H -2.80555 4.86180 0.94903 0.239 0.159 0.113 0.24
H -1.37250 5.68922 0.80593 -0.160 0.104 0.401 0.24
C -3.76349 1.65037 1.16012 -0.230 -0.703 0.261 -1.47
Si -2.61657 0.16738 0.69981 -0.121 0.451 -0.288 -1.06
C -3.22516 -0.60417 -1.01495 0.152 -0.271 -0.035 3.18
C -4.43753 0.12444 -1.56455 -0.263 0.431 0.281 -1.85
C -2.15998 -0.40177 -2.09324 0.179 0.518 -0.491 -2.29
C -3.56317 -2.11187 -0.97850 0.492 0.192 0.566 -1.73
C -2.45729 -0.80059 2.32944 0.196 0.330 0.556 2.81
C -2.62606 0.25329 3.46013 -0.844 -0.167 0.284 -1.75
C -3.50880 -1.91194 2.40457 -0.706 0.883 0.448 -1.12
C -1.07236 -1.41012 2.59792 -0.613 -0.288 -0.254 -2.25
H -4.53008 1.19955 1.81281 0.108 0.061 -0.232 0.50
H -4.31734 2.10226 0.35015 0.002 0.080 -0.368 0.75
H -3.32724 2.44069 1.76689 0.309 -0.023 -0.098 0.22
H -4.20921 1.16167 -1.82489 -0.083 0.007 0.014 0.33
H -5.24260 0.12792 -0.84806 -0.525 0.063 0.202 0.40
H -4.79046 -0.37716 -2.46804 0.036 0.016 -0.018 0.56
H -1.96356 0.68045 -2.22448 -0.013 -0.453 -0.003 -0.08
H -2.52857 -0.73933 -3.07853 0.021 -0.042 0.335 0.81
H -1.22856 -0.92557 -1.90661 0.168 -0.036 0.107 0.18
H -4.23224 -2.40635 -0.13554 0.491 0.148 -0.818 0.27
H -2.61137 -2.65283 -0.96181 -0.465 -0.076 0.334 0.35
H -4.00018 -2.38462 -1.93537 -0.368 -0.035 -0.086 0.58
H -3.69215 0.51631 3.65211 0.771 -0.048 -0.230 0.39
H -2.06860 1.15213 3.20083 -0.011 0.255 0.121 0.29
H -2.22116 -0.08359 4.42971 -0.080 -0.223 -0.414 0.41
H -4.54696 -1.51880 2.19746 0.924 -0.455 0.269 0.21
H -3.48169 -2.35258 3.41552 -0.190 -0.004 -0.356 0.55
H -3.26490 -2.65421 1.66415 -0.166 -0.478 -0.029 -0.13
H -0.30655 -0.66814 2.77240 0.264 0.458 0.034 0.24
H -0.73498 -2.05163 1.79104 0.062 -0.161 0.140 0.14
H -1.19563 -1.96785 3.52756 0.355 -0.271 -0.015 0.95
```
Forces are in eV/Å.

Computed properties:
**E_LUMO**: -2.253 eV
**Spin multiplicity**: 1
**HOMO-LUMO gap**: 8.492 eV
**Charge**: +1
**Strongest force on any atom**: 0.0375 Eh/bohr